DFT (the ωB97M-V functional and the def2-TZVPD basis) results for 2 unconnected molecules or ions with the total composition C6H15N2O.

```
24
Properties=species:S:1:pos:R:3:forces:R:3
C 1.470798 -1.916552 0.639435 1.5 1.2 -3.2
C -1.529265 -0.270563 2.112187 -3.4 2.3 -3.4
C -1.283742 -1.671852 -0.102274 1.4 1.3 -2.0
C 1.025095 2.039641 -3.161717 -0.1 -0.1 1.8
C 0.238057 1.063868 -1.163864 -2.5 -1.7 0.2
C -0.715541 -0.978913 1.096096 -0.6 -1.6 1.4
N 0.458454 -1.358318 1.484996 0.9 1.0 0.4
N 1.034871 1.939122 -1.681945 1.0 0.6 -0.6
O -0.097303 0.951336 0.006513 0.7 0.1 1.0
H 2.409118 -1.354157 0.854918 -0.4 -1.2 0.5
H 1.515045 -3.012252 0.692605 0.3 0.5 0.0
H -2.634175 -0.509714 1.998765 1.3 -0.4 0.1
H -1.329525 -0.291998 3.147950 1.0 0.0 0.9
H -1.638504 0.791914 1.624604 0.7 -1.5 1.5
H -1.317189 -2.736800 0.010371 0.5 -0.7 0.4
H -2.282690 -1.411139 -0.318965 -1.1 0.7 0.0
H -0.682989 -1.435231 -1.066835 -0.9 -0.6 1.8
H 1.699831 2.806878 -3.445466 0.2 0.8 -0.5
H 1.397599 1.108031 -3.492438 0.3 -0.9 -1.0
H -0.014961 2.186755 -3.426380 0.2 0.3 -0.6
H -0.288967 0.352255 -1.859617 0.6 0.7 -0.2
H 1.700447 2.358481 -1.039949 -0.2 0.5 -0.5
H 0.859491 -0.956053 2.344643 -0.7 -0.2 -0.5
H 1.408589 -1.559557 -0.504655 -0.6 -1.1 2.5
```
Positions in Å, forces in eV/Å.

The total energy comes out at -422.0919 a.u. The total charge is +1. The HOMO energy comes out at -0.503 Eh. The HOMO-LUMO gap comes out at 10.55 eV.

DFT (the ωB97M-V functional and the def2-TZVPD basis) results for 2 unconnected molecules or ions with the total composition C6H15N2O.

```
24
Properties=species:S:1:pos:R:3:forces:R:3
C 2.718821 0.410601 0.537349 -0.8 -0.8 1.7
C 1.462435 -0.435076 0.312941 0.6 -2.2 2.7
C 1.018037 -0.480251 -1.107960 -1.9 -2.8 -0.7
C -0.498905 -0.558851 -1.335277 -0.2 0.4 1.8
C -1.070600 -0.019269 -2.380623 -0.5 1.4 -2.8
C -2.445724 -1.593634 -0.412000 0.4 0.9 0.6
N -1.277769 -1.027425 -0.188231 -2.5 -2.0 -2.6
N 0.286971 0.060659 1.319095 5.2 -0.3 2.7
H 2.759538 1.236358 -0.099315 -0.2 1.7 -0.8
H 2.803398 0.696456 1.601450 -0.1 0.2 -0.5
H 3.625986 -0.118272 0.351715 0.5 -0.9 -0.3
H 1.715940 -1.478583 0.646275 -0.6 1.0 0.1
H 1.327202 0.447768 -1.454222 0.7 1.3 -1.8
H 1.364206 -1.426682 -1.673356 0.4 1.8 1.0
H -2.155918 0.200793 -2.383971 0.7 -0.5 -0.2
H -0.510647 0.321786 -3.342416 -0.9 -0.5 2.1
H -2.926325 -1.969658 0.509207 0.1 0.2 -0.5
H -3.158731 -1.700693 -1.343255 2.2 0.3 1.3
H 0.761663 0.413311 2.313179 -1.6 -0.8 -3.6
H -0.070293 0.836826 0.805256 -1.3 0.8 0.5
H -0.328611 -0.726826 1.526973 -0.4 0.6 -0.7
H -1.441718 2.560461 2.254818 1.0 0.3 0.0
H -0.010696 3.168712 2.579770 -0.5 0.0 -0.1
O -0.490476 2.545560 2.013157 -0.6 0.0 0.3
```
Positions in Å, forces in eV/Å.

The total energy comes out at -422.0316 a.u. The total charge is +1. The HOMO energy comes out at -0.477 Eh. The HOMO-LUMO gap comes out at 9.89 eV.

DFT (the ωB97M-V functional and the def2-TZVPD basis) results for 3 unconnected molecules or ions with the total composition C6H15N3.

```
24
Properties=species:S:1:pos:R:3:forces:R:3
C 1.143553 1.519419 -0.915164 -0.7 0.6 0.1
C -1.506057 -1.343327 -0.115395 -0.2 -0.2 0.1
C -2.999107 -1.061405 -0.291592 0.1 0.0 0.0
N 0.962122 2.258381 0.168542 -0.3 -0.7 0.0
N 0.154083 1.410904 -1.836211 0.4 -0.1 0.4
H 2.132643 1.199898 -1.218763 0.0 0.0 0.0
H 1.788274 2.347839 0.742631 0.0 -0.1 0.0
H 0.069585 1.908956 0.768648 0.2 -0.1 -0.4
H 0.227989 0.656536 -2.499033 0.1 0.0 0.0
H -0.783720 1.591714 -1.505265 0.0 0.0 0.0
H -1.357356 -2.233087 0.501876 0.0 0.0 0.0
H -1.033272 -1.567900 -1.074910 0.0 0.0 0.0
H -3.159824 -0.203759 -0.947128 0.0 0.0 0.0
H -3.500268 -1.926058 -0.731532 0.0 0.0 0.0
H -3.462367 -0.833455 0.667932 0.0 0.0 0.0
C 1.224134 -0.825234 0.312068 -1.0 -0.1 0.2
C 2.155647 -0.285886 1.377618 0.0 0.0 0.0
C -0.776908 -0.208169 0.529681 1.2 0.1 -0.5
N -1.052657 0.820025 1.072095 0.1 0.4 0.0
H 1.709267 -1.013123 -0.649465 0.0 0.1 -0.1
H 0.847272 -1.800636 0.620249 0.1 -0.1 0.1
H 2.879092 0.438132 0.989529 0.0 0.0 0.0
H 2.748985 -1.067950 1.862953 0.0 0.0 0.0
H 1.588890 0.218184 2.170633 0.0 0.0 0.0
```
Positions in Å, forces in eV/Å.

The total energy comes out at -401.7538 a.u. The HOMO energy comes out at -0.244 Eh. The HOMO-LUMO gap comes out at 7.33 eV.

DFT (the ωB97M-V functional and the def2-TZVPD basis) results for a gas-phase ion, C6H15N3 (charge +2).

```
24
Properties=species:S:1:pos:R:3:forces:R:3
C -0.581327 -0.028932 0.087033 1.3 2.0 -0.7
C -2.802581 0.822736 0.070817 1.9 -2.3 1.2
C -2.764781 -0.769629 0.023006 1.1 2.2 -0.4
C 1.373814 -1.132530 -0.920438 0.6 -1.1 -2.4
C 1.662407 1.301118 -0.436505 0.2 3.6 -1.9
C 1.039393 0.041415 -0.040509 -2.9 -1.9 1.0
N -1.290816 1.062790 0.253364 -0.1 2.1 1.5
N -1.325437 -1.071237 -0.135413 1.5 -2.1 -1.0
N 1.542199 -0.263014 1.393120 4.6 3.0 -1.5
H -3.117847 1.178335 -0.870945 -0.4 1.1 -0.7
H -3.365582 1.110888 0.966218 0.2 0.4 -0.6
H -3.088496 -1.064196 0.975038 -0.7 -1.3 1.0
H -3.260579 -1.139375 -0.834212 -0.9 -0.6 -0.4
H 2.428706 -1.385090 -0.852042 0.4 0.3 -0.2
H 1.138284 -1.062528 -2.079211 0.4 0.5 2.5
H 0.932229 -2.070137 -0.603521 -0.3 -0.1 0.3
H 1.363173 2.240828 0.160038 0.9 -1.6 -0.1
H 2.796201 1.189596 -0.600238 -1.7 0.3 0.5
H 1.252816 1.686972 -1.425382 0.6 -1.0 0.8
H -0.860610 1.918728 0.732784 -1.2 -1.5 -1.3
H -0.891764 -1.910443 -0.631294 -1.4 1.4 1.1
H 0.960765 -0.788589 1.956994 -1.3 -2.0 1.5
H 1.771375 0.647856 1.915253 -0.7 -1.3 -0.8
H 2.548012 -0.649446 1.249325 -2.1 0.0 0.7
```
Positions in Å, forces in eV/Å.

The total energy comes out at -401.2288 a.u. The total charge is +2. The HOMO energy comes out at -0.674 Eh. The HOMO-LUMO gap comes out at 10.84 eV.